No. 1
Below is a single C4H6N2O molecule in a non-equilibrium geometry, with properties calculated with ωB97M-V/def2-TZVPD.

Structure (XYZ):
```
13
Properties=species:S:1:pos:R:3
C 1.175 -0.225 -0.852
C -0.276 0.783 0.801
C -0.042 -1.026 -1.149
C -0.719 -1.400 0.169
N 0.450 2.994 1.239
N 0.094 1.815 1.263
O -1.091 -0.212 0.901
H 1.321 0.544 -1.632
H -0.780 -0.582 -1.834
H 0.338 -1.947 -1.605
H -1.653 -1.946 0.022
H -0.037 -1.983 0.797
H 1.218 3.186 1.880
```

## Properties
Calculated total energy, a.u.: -340.4960
Energy relative to the best compared isomer or geometry (same formula, charge and spin), kJ/mol: 784.69
HOMO (spin up / spin down), eV: -7.91 / -7.92
Frontier orbital gap (spin up / spin down), Eh: 0.271 / 0.271
LUMO level (spin up / spin down), eV: -0.55 / -0.55

---

No. 2
Below is 6 unconnected molecules or ions with the total composition C28H36N4O2 in a non-equilibrium geometry, with properties calculated with ωB97M-V/def2-TZVPD.

Structure (XYZ):
```
70
Properties=species:S:1:pos:R:3
C -4.763 0.613 -0.501
C -5.785 -0.535 -0.307
C -4.940 -1.741 0.230
O -3.593 -1.128 0.367
C -3.750 0.258 0.560
H -5.241 1.583 -0.366
H -4.316 0.504 -1.489
H -6.123 -0.921 -1.269
H -6.538 -0.168 0.391
H -4.822 -2.542 -0.500
H -5.314 -2.021 1.215
H -2.817 0.797 0.398
H -4.086 0.410 1.586
C 6.747 -1.804 5.094
C 5.874 -2.259 3.934
C 5.223 -1.024 3.459
O 6.247 -0.018 3.667
C 6.717 -0.210 5.031
H 7.685 -2.266 4.787
H 6.587 -2.114 6.126
H 4.986 -2.847 4.166
H 6.349 -2.754 3.087
H 4.335 -0.709 4.006
H 5.027 -1.135 2.392
H 6.027 0.307 5.697
H 7.633 0.365 5.167
N -1.097 -5.356 -3.814
C -0.960 -5.788 -2.537
C -1.289 -5.036 -1.414
C -1.796 -3.788 -1.614
C -1.894 -3.264 -2.910
C -1.533 -4.061 -3.974
H -0.505 -6.767 -2.529
H -1.128 -5.438 -0.425
H -2.051 -3.041 -0.877
H -2.375 -2.304 -3.026
H -1.739 -3.792 -4.999
N 2.046 0.290 0.575
C 2.631 -0.884 0.279
C 2.028 -1.817 -0.563
C 0.858 -1.477 -1.192
C 0.300 -0.262 -0.939
C 0.921 0.601 -0.084
H 3.537 -0.993 0.858
H 2.441 -2.813 -0.629
H 0.337 -2.215 -1.783
H -0.657 -0.053 -1.394
H 0.288 1.370 0.334
N -0.445 5.245 1.376
C 0.107 4.559 0.349
C 1.389 4.081 0.313
C 2.112 4.307 1.501
C 1.655 5.044 2.563
C 0.294 5.359 2.444
H -0.457 4.524 -0.572
H 1.854 3.636 -0.555
H 3.143 3.992 1.562
H 2.295 5.220 3.415
H -0.112 5.974 3.234
N -1.490 2.719 -2.363
C -2.723 3.305 -2.484
C -3.586 3.007 -3.492
C -3.238 2.179 -4.555
C -1.985 1.521 -4.449
C -1.176 1.872 -3.392
H -3.044 3.916 -1.653
H -4.554 3.481 -3.432
H -3.974 1.978 -5.320
H -1.561 0.931 -5.248
H -0.212 1.399 -3.510
```

## Properties
Calculated total energy, a.u.: -1457.5622
HOMO (spin up / spin down), eV: -11.83 / -11.83
Charge: +1
Frontier orbital gap (spin up / spin down), Eh: 0.285 / 0.115
Spin multiplicity: 2
LUMO level (spin up / spin down), eV: -4.08 / -8.71

---

No. 3
Below is a single C23H20N2O3 molecule, with properties calculated with ωB97M-V/def2-TZVPD.

Structure (XYZ):
```
48
Properties=species:S:1:pos:R:3
O -0.672 -0.071 -1.967
C -1.648 -0.424 -1.340
C -1.854 -1.842 -0.875
C -0.923 -2.115 0.331
O -1.371 -3.226 1.074
C -0.905 -0.891 1.278
O -1.852 -0.364 1.809
N 0.390 -0.480 1.405
C 0.745 0.657 2.218
C 0.792 1.963 1.407
C 1.983 2.005 0.492
C 3.211 2.443 0.975
C 4.332 2.436 0.165
C 4.239 1.989 -1.142
C 3.020 1.556 -1.633
C 1.898 1.564 -0.822
C 1.256 -1.252 0.638
C 2.630 -1.169 0.519
C 3.261 -2.069 -0.328
C 2.546 -3.026 -1.026
C 1.166 -3.117 -0.886
C 0.531 -2.226 -0.054
C -2.693 0.540 -0.902
C -2.416 1.906 -0.891
C -3.381 2.771 -0.404
C -4.585 2.245 0.033
C -4.775 0.870 -0.054
N -3.860 0.041 -0.505
H -2.886 -1.966 -0.546
H -1.605 -2.539 -1.678
H -1.360 -4.003 0.503
H 1.710 0.467 2.694
H -0.030 0.739 2.986
H -0.136 2.042 0.837
H 0.835 2.795 2.112
H 3.288 2.791 1.997
H 5.280 2.779 0.555
H 5.115 1.980 -1.775
H 2.937 1.203 -2.650
H 0.959 1.207 -1.216
H 3.202 -0.428 1.052
H 4.334 -2.015 -0.443
H 3.062 -3.711 -1.682
H 0.612 -3.872 -1.426
H -1.462 2.260 -1.251
H -3.195 3.835 -0.365
H -5.362 2.882 0.427
H -5.705 0.414 0.256
```

## Properties
SMILES string: O=C(C[C@]1(O)C(=O)N(CCc2ccccc2)c2ccccc21)c1ccccn1
Calculated total energy, a.u.: -1223.7204
Energy relative to the best compared isomer or geometry (same formula, charge and spin), kJ/mol: 4.40
HOMO, eV: -8.16
Frontier orbital gap, Eh: 0.299
LUMO level, eV: -0.01

---

No. 4
Below is a single C5H7N molecule, with properties calculated with ωB97M-V/def2-TZVPD.

Structure (XYZ):
```
13
Properties=species:S:1:pos:R:3
C 0.697 -1.132 1.108
C 0.445 -0.514 -0.274
C -0.999 -0.258 -0.620
C -1.166 1.068 -0.711
C 0.155 1.660 -0.443
N 1.085 0.800 -0.249
H 0.116 -2.042 1.283
H 0.444 -0.396 1.878
H 1.761 -1.363 1.205
H 0.915 -1.141 -1.045
H -1.744 -1.027 -0.798
H -2.068 1.618 -0.952
H 0.360 2.727 -0.383
```

## Properties
SMILES string: C[C@H]1C=CC=N1
Calculated total energy, a.u.: -249.4436
Energy relative to the best compared isomer or geometry (same formula, charge and spin), kJ/mol: 77.73
HOMO, eV: -9.59
Frontier orbital gap, Eh: 0.384
LUMO level, eV: 0.86

---

No. 5
Below is a gas-phase ion, C4H10N2 (charge -1) in a non-equilibrium geometry, with properties calculated with ωB97M-V/def2-TZVPD.

Structure (XYZ):
```
16
Properties=species:S:1:pos:R:3
C 0.818 1.630 -0.898
C -0.584 1.113 -0.574
C -0.606 -0.169 0.233
C -0.175 -1.307 -0.321
N 0.169 -2.471 0.377
N -0.575 -0.034 1.657
H 1.268 2.144 -0.036
H 0.841 2.349 -1.719
H 1.499 0.798 -1.038
H -1.086 0.889 -1.517
H -1.141 1.864 -0.011
H 0.142 -1.294 -1.352
H -0.197 -2.537 1.318
H -0.068 -3.304 -0.162
H -0.493 0.916 1.998
H 0.188 -0.587 2.044
```

## Properties
Calculated total energy, a.u.: -267.8380
Energy relative to the best compared isomer or geometry (same formula, charge and spin), kJ/mol: 20.91
HOMO (spin up / spin down), eV: 1.47 / -3.35
Charge: -1
Frontier orbital gap (spin up / spin down), Eh: 0.105 / 0.282
Spin multiplicity: 2
LUMO level (spin up / spin down), eV: 4.33 / 4.32

---

Question: The highest calculated total energy belongs to which entry?
Answer: C5H7N

---

Copy entry 2 word for word.
Below is 6 unconnected molecules or ions with the total composition C28H36N4O2 in a non-equilibrium geometry, with properties calculated with ωB97M-V/def2-TZVPD.

Structure (XYZ):
```
70
Properties=species:S:1:pos:R:3
C -4.763 0.613 -0.501
C -5.785 -0.535 -0.307
C -4.940 -1.741 0.230
O -3.593 -1.128 0.367
C -3.750 0.258 0.560
H -5.241 1.583 -0.366
H -4.316 0.504 -1.489
H -6.123 -0.921 -1.269
H -6.538 -0.168 0.391
H -4.822 -2.542 -0.500
H -5.314 -2.021 1.215
H -2.817 0.797 0.398
H -4.086 0.410 1.586
C 6.747 -1.804 5.094
C 5.874 -2.259 3.934
C 5.223 -1.024 3.459
O 6.247 -0.018 3.667
C 6.717 -0.210 5.031
H 7.685 -2.266 4.787
H 6.587 -2.114 6.126
H 4.986 -2.847 4.166
H 6.349 -2.754 3.087
H 4.335 -0.709 4.006
H 5.027 -1.135 2.392
H 6.027 0.307 5.697
H 7.633 0.365 5.167
N -1.097 -5.356 -3.814
C -0.960 -5.788 -2.537
C -1.289 -5.036 -1.414
C -1.796 -3.788 -1.614
C -1.894 -3.264 -2.910
C -1.533 -4.061 -3.974
H -0.505 -6.767 -2.529
H -1.128 -5.438 -0.425
H -2.051 -3.041 -0.877
H -2.375 -2.304 -3.026
H -1.739 -3.792 -4.999
N 2.046 0.290 0.575
C 2.631 -0.884 0.279
C 2.028 -1.817 -0.563
C 0.858 -1.477 -1.192
C 0.300 -0.262 -0.939
C 0.921 0.601 -0.084
H 3.537 -0.993 0.858
H 2.441 -2.813 -0.629
H 0.337 -2.215 -1.783
H -0.657 -0.053 -1.394
H 0.288 1.370 0.334
N -0.445 5.245 1.376
C 0.107 4.559 0.349
C 1.389 4.081 0.313
C 2.112 4.307 1.501
C 1.655 5.044 2.563
C 0.294 5.359 2.444
H -0.457 4.524 -0.572
H 1.854 3.636 -0.555
H 3.143 3.992 1.562
H 2.295 5.220 3.415
H -0.112 5.974 3.234
N -1.490 2.719 -2.363
C -2.723 3.305 -2.484
C -3.586 3.007 -3.492
C -3.238 2.179 -4.555
C -1.985 1.521 -4.449
C -1.176 1.872 -3.392
H -3.044 3.916 -1.653
H -4.554 3.481 -3.432
H -3.974 1.978 -5.320
H -1.561 0.931 -5.248
H -0.212 1.399 -3.510
```

## Properties
Calculated total energy, a.u.: -1457.5622
HOMO (spin up / spin down), eV: -11.83 / -11.83
Charge: +1
Frontier orbital gap (spin up / spin down), Eh: 0.285 / 0.115
Spin multiplicity: 2
LUMO level (spin up / spin down), eV: -4.08 / -8.71